# 1
129
Properties=species:S:1:pos:R:3 method="wB97M-V/def2-TZVPD" total_energy_ha=-9420.96360 de_lowest_kcal_mol=0.0 molar_mass_g_mol=1310.78 total_charge=-2 lumo_energy_ha=0.120
C -1.77382 2.75857 1.30917
C -3.91304 0.74201 -4.51981
P 2.53338 0.18589 -1.94955
H 0.89935 -0.74166 -6.06626
C 3.34464 2.30798 -3.42486
O -0.95564 1.61824 -2.06632
H -6.05104 0.32770 -4.68692
C 1.23192 4.19596 7.58882
H -4.08488 -2.24711 2.32644
C -2.97670 -3.53606 -3.97796
N -1.61530 3.36116 -3.97002
H -6.11745 -0.69338 -0.43740
N -0.76846 1.92034 1.26156
C 5.41389 -0.82839 0.45334
C 1.93676 5.13207 9.72157
C 2.10751 0.89099 3.27634
H 3.08600 3.74562 8.56808
H 0.44041 -0.45568 -3.73223
C -4.66203 -0.50969 1.15678
C -0.07147 2.66278 3.45208
H -2.89236 4.24085 2.40521
H -0.33565 -2.00262 -5.83909
H -2.57267 -0.11116 0.74119
H 2.69625 1.64813 5.17654
N -3.18297 1.27012 -3.37829
C 0.26156 -3.48687 1.15878
C 1.96871 1.68810 4.37582
H -5.21928 -1.17920 3.17272
H 0.08668 -4.55049 1.27255
C -1.46535 -2.85946 -2.19506
H 5.31296 3.13313 -3.70003
H 3.32879 1.67782 -4.31659
H -2.20065 6.48847 -3.29534
H -4.02829 1.49884 -5.31187
H 4.65009 1.17212 0.22960
C 1.17773 0.89282 2.19184
H -4.24886 1.45602 1.96695
I 2.31638 -3.21941 0.68201
H -0.78975 -0.10197 -7.71863
H -5.55261 -2.23315 0.18518
H 0.36160 6.01181 -4.11856
H 3.75773 -3.25397 -4.99258
K -0.31684 0.08064 -0.56124
C 4.31664 0.14291 0.05357
C -1.17653 3.52806 3.48304
C -4.35767 -1.20332 2.49574
C -0.42419 -0.39235 -4.39035
C -0.54077 5.41554 -4.25520
H -2.45402 3.93785 -2.09399
C -0.27503 3.91943 -4.16934
H -0.71164 4.82427 6.93151
H -5.18134 -0.62140 -3.44820
H -1.13346 6.30446 8.87190
Se -3.00708 -2.24888 -0.28650
O 4.04521 -0.01116 -1.33526
N -1.35952 -2.23464 -0.97579
O 2.92359 -0.44284 -3.41250
C -5.06343 0.93897 1.45822
C -1.08190 -0.11726 -6.66803
C -2.03196 3.58367 2.40899
O 2.51334 1.74257 -2.41963
H 4.76941 -1.81311 -4.76048
H 1.94135 -2.23282 -3.67906
H 3.27629 -1.70356 -5.70711
H -6.23095 1.14200 -2.12826
O 1.28707 0.12152 1.20568
C -1.87660 -4.04005 -4.68159
C -0.20906 5.74669 8.79244
H -1.24529 -0.94677 -3.92685
H -5.76074 2.37416 -3.32138
H -1.90668 1.86964 -6.18593
C 2.96133 -1.85247 -3.58253
C -2.80791 -2.99613 -2.70192
C 0.88783 2.58965 4.52928
C -0.60397 -3.99149 -4.14561
H 0.59300 -3.33878 -2.45573
H -3.36723 4.43353 -3.53488
N 0.67871 3.39238 5.57620
H 5.66273 -0.68207 1.50311
H -0.15637 1.81728 -6.44628
I -0.35848 -2.51381 2.94807
H 3.43528 -2.32548 -2.71651
H 6.30694 -0.66684 -0.15053
H -3.94309 0.73770 -1.45854
H -2.09207 -0.52116 -6.59440
C 0.02584 4.92742 7.71307
N -3.81057 -2.60689 -1.87358
H 0.16573 3.51587 -5.08062
C 4.78121 2.52544 -2.96641
C 3.74487 -2.17488 -4.84356
H -6.70879 -1.27282 1.13431
H -2.03553 -4.50303 -5.65177
H -0.98204 5.65441 -5.22614
N 1.54943 3.36990 6.54890
Br 0.44272 7.01394 11.27767
C 0.07792 1.85112 2.30163
H -2.41912 2.77547 0.43754
C 2.16828 4.31441 8.63637
H 5.07648 -1.85393 0.31075
C -1.01208 1.26690 -6.02890
H -0.31679 -3.06293 0.32253
P -1.61174 1.75309 -3.37786
C -5.26588 0.35503 -3.93012
C -3.45945 -0.47713 0.19342
H -3.89166 2.48753 -1.78972
H 0.38711 3.68608 -3.32427
H 2.88361 3.26913 -3.67220
C -4.08539 1.51197 -2.24154
C -0.39664 -3.38545 -2.89765
H 2.94579 0.20660 3.20788
C -1.56352 5.61793 -3.13598
H 0.24071 -4.41739 -4.68028
H 2.66564 5.21741 10.51772
C -5.47401 1.42189 -2.86009
H -1.32775 4.14143 4.36034
H -1.04187 5.74080 -2.18600
C -5.83787 -1.22006 0.47474
H -5.28222 1.47246 0.53257
H -3.40292 -0.12490 -4.94231
C -2.36241 4.30347 -3.12084
H -3.51792 -0.71374 2.99193
H 3.40680 -0.02926 0.63333
C 0.75338 5.85070 9.78630
N -0.77866 1.01859 -4.60949
H 5.29029 1.57120 -2.85807
H -3.97519 -3.62141 -4.39135
H 4.78971 3.03524 -2.00348
C -0.13983 -0.93493 -5.78722
H -5.94969 0.97131 2.09971

# 2
119
Properties=species:S:1:pos:R:3 method="wB97M-V/def2-TZVPD" total_energy_ha=-7796.61907 multiplicity=3 molar_mass_g_mol=1040.60 total_charge=+2 lumo_energy_ha="-0.230 / -0.230"
C -2.16116 -2.44588 3.97162
C -2.62801 0.45271 -3.23323
Br 1.43644 1.88646 -5.35254
H 3.10023 2.51029 -1.61230
H 4.82172 -0.82842 -0.82282
H 2.48986 -2.74096 -1.38662
C -2.40485 1.96121 -3.31844
H -0.95825 -1.26216 7.53888
H -2.16823 0.08945 -2.31195
H -0.47345 4.09671 -2.30301
C -4.12694 0.10759 -3.22406
H -4.27835 -0.80747 -2.64572
S -0.95092 -1.66026 -0.24715
C -2.44086 -4.07876 0.65274
H -2.59359 -3.51827 -0.26429
C -0.48597 -1.99961 -7.07722
H 2.45803 4.09033 -2.00348
H -3.50507 3.17216 0.67501
H 3.59160 -2.96055 -0.01071
H 2.54478 -4.12936 5.55667
H 1.35236 -2.49018 4.15000
H -1.07265 4.52207 1.90621
H -1.41773 -0.29763 5.44836
P -1.69432 2.82218 -0.68476
H -2.14668 -0.04936 -4.07093
C -3.29087 6.18634 2.26118
H -4.47711 -0.08916 -4.23870
H 0.88800 2.22229 -2.56936
H 1.83408 -3.08138 0.21966
H 0.22624 -2.90712 8.93847
C -2.02515 3.99173 1.92837
C 0.64980 0.29638 -6.01175
C 2.50413 3.66152 0.12875
H -2.06027 -2.76453 5.00633
C -0.65815 -5.25129 -0.68965
C 0.47719 -2.81758 7.88993
C -0.78592 -1.15027 2.45737
H 3.75229 0.00022 -1.97254
C 0.44586 -0.82139 -5.20958
C -0.12123 -1.96841 -5.74078
C -0.19307 -1.89272 7.10062
C -1.52806 -5.25978 0.39636
C 1.10825 -2.57863 5.20378
H 0.84196 1.80970 -0.83284
C -0.74256 -7.46192 0.98499
H -3.84984 1.14834 -0.77152
H 4.30181 0.83979 -0.50582
H 1.98047 -4.34156 7.95618
O -1.29755 1.48296 -0.08761
H 1.40505 5.00892 1.43396
H -0.78550 -8.32636 1.63419
H -0.27510 -2.83821 -5.11641
H -0.50160 5.38493 -0.04208
C 0.28254 0.25933 -7.34826
C 1.77564 -3.50326 5.99006
C -4.16879 1.91581 -1.48538
Ni 0.40214 0.22654 -0.30832
C 2.33474 3.23646 -1.33501
C 2.62560 -2.56126 -0.32121
C -4.95251 1.24476 -2.61197
H 0.62965 3.44625 1.20725
H -3.15771 -2.01631 3.83287
H 4.29391 -1.09211 1.68656
P 2.57156 -0.76629 0.03057
H -0.56351 -0.90856 -8.92421
H -0.92099 -2.90009 -7.48852
H 0.81515 -6.33871 -1.79962
H 2.80896 2.79810 0.72961
H 0.45212 1.12923 -7.96747
N -1.15547 -1.42105 3.70211
C 0.33081 4.80499 -0.43217
H -3.19908 7.27255 0.39336
H -2.27364 -6.41947 2.05084
H -2.65446 4.80885 3.82041
C -1.26162 -2.05061 1.35698
C -2.63778 3.82554 0.53514
H -3.95988 4.19651 2.82406
H 0.06971 0.03251 4.56134
C 0.95135 2.64527 -1.56947
C 1.18994 4.23653 0.69588
H 0.75731 -8.30091 -0.29722
H -1.84154 3.00769 2.36636
H -4.36212 6.39219 2.28060
H -2.95092 2.35013 -4.18032
H -0.63592 -4.39348 -1.35128
C -3.11922 5.17831 -0.05878
H 3.30404 4.39828 0.20339
H -2.76850 -4.32727 3.16748
H -1.34884 2.18983 -3.48979
C 1.46137 -3.62204 7.33759
C -2.76969 6.37183 0.83308
C 0.12419 -1.76260 5.75479
H 2.68990 -1.35754 2.38944
H -2.70119 5.35243 -1.05450
C -1.57084 -6.37670 1.22649
H -3.40932 -4.42812 1.01393
C 0.15962 -6.34380 -0.93840
H -1.69003 6.52992 0.86103
H -2.81484 6.92697 2.90396
C 3.99651 -0.12214 -0.91819
H -4.81633 2.61618 -0.95595
C -3.02472 4.76217 2.79613
C -1.94919 -3.62162 3.05702
C 0.12384 -7.44687 -0.09859
H -4.20500 5.15076 -0.17298
C -0.28432 -0.88771 -7.87986
C -2.93329 2.65633 -2.04810
H -5.19504 1.99092 -3.37190
C -0.60158 -0.75575 4.88606
H 3.26676 0.29177 2.11666
C -0.17158 3.67184 -1.34127
N -1.90480 -3.16366 1.66998
S 0.13865 0.20478 2.09577
C 3.26799 -0.72386 1.72190
I 1.04772 -0.86452 -3.17965
H 0.93577 5.49498 -1.02413
H -1.01832 -4.13877 3.30556
H -3.21440 3.67933 -2.30944
H -5.89866 0.86294 -2.22829

# 3
126
Properties=species:S:1:pos:R:3 method="wB97M-V/def2-TZVPD" total_energy_ha=-5237.96653 multiplicity=5 molar_mass_g_mol=961.61 total_charge=-1 lumo_energy_ha="0.072 / 0.065"
H 3.87272 0.84535 1.95658
C 5.41142 0.45706 0.81618
H -0.57132 4.71865 1.37601
H 7.78084 2.05664 1.10625
N -4.10991 -0.12746 -0.64063
C 6.89421 -1.10834 2.13114
C 5.57981 1.29400 -4.53751
C -1.20803 -1.55136 5.37426
C 7.70269 -0.38437 -0.10050
N 1.21208 -1.23406 0.10246
C -5.43513 1.76807 -1.32631
H -0.99668 -3.62015 -1.53865
H -1.34527 4.93990 -2.46251
H 8.59972 0.89401 2.15431
C -3.04535 0.67614 -0.61134
H -4.98221 -2.41115 4.17099
C 4.54636 2.11256 -4.94827
H -0.16762 -4.87308 -0.61231
N 3.39182 -0.96692 0.15365
H 6.05792 3.54454 -0.79231
H -4.27292 4.92490 -0.79476
C 2.24912 -0.58953 -0.44796
O 4.75017 0.41867 2.05801
H 7.04740 1.58371 2.65245
H -3.32926 -4.23726 -1.15076
H -0.06667 -1.55796 -4.99930
C -7.79360 1.43416 -1.79185
C 4.78862 -0.64166 -0.11988
H -2.58192 -5.73466 -0.59594
H -4.39225 -1.76919 5.70183
C -3.15381 3.90004 1.55052
H -3.81541 -4.95665 0.39594
H 6.34508 -1.97283 1.75673
C -6.69250 2.27046 -1.71705
H -3.95044 -3.13460 -4.02957
H -4.04995 3.36350 1.23840
Cr -1.33883 -0.38813 -0.44098
N 3.10891 -1.84512 1.13157
H -4.31463 -0.78133 4.24475
C -0.66576 -3.90270 -0.53977
H 6.03231 0.60045 -5.23306
N 1.82803 1.73624 1.75377
C 3.94647 2.99691 -4.06611
H 2.22206 0.09581 -1.27688
H 4.88870 -0.36108 -1.16550
C 4.39894 3.06063 -2.76190
H -4.56942 -1.49961 1.56861
H -3.92662 6.15774 0.43317
C -0.90586 -1.72666 -4.33789
H -3.23598 -4.87134 4.36223
H 8.73185 -0.57965 0.20637
C 0.15749 -0.12490 -2.68305
O 1.21728 -0.06414 -3.28553
C -1.85341 -3.98666 0.42695
O -0.16928 0.58832 -1.65859
C -2.94379 -1.95517 -2.55809
H -2.24522 -4.80397 2.39740
H 7.92235 -1.41404 2.33650
H -1.48198 -1.55182 6.43022
H -6.77444 3.32385 -1.95409
C 7.62345 1.22879 1.79848
H -1.11257 -0.51358 5.05065
H -1.13155 -5.75914 1.41188
S -0.84115 0.96343 1.57200
C -6.45472 -0.43984 -1.08446
H 5.31464 -1.57543 0.06384
H -2.98447 4.23644 -2.64800
H -2.57358 -4.33964 5.89960
H 4.18410 2.07733 0.14780
H -1.59380 6.16188 1.53549
H -2.04900 -3.00038 -5.64156
C 6.01690 2.46234 -0.94040
H 3.12700 3.61876 -4.39543
H -4.73529 -2.61308 0.21733
H -8.75549 1.83352 -2.09319
C 5.46053 2.26998 -2.32754
H -6.35087 -1.49255 -0.84576
H -2.14818 -0.81975 2.63276
C -1.99531 -2.49934 -4.68484
H -4.36426 -3.25777 1.84671
H 7.04496 2.10535 -0.92481
H -8.54794 -0.56134 -1.54106
Si -2.46543 -2.46288 4.28846
C 5.25288 1.91480 0.29277
H -2.99696 6.13266 -1.07241
H -2.47878 3.19657 2.03274
C 6.89596 0.05753 1.12847
H -0.21901 -2.00527 5.28682
C -1.88507 -1.88089 2.57247
C 1.81096 -1.96028 1.08120
C -0.88541 -1.09959 -3.10402
C -2.43673 -4.28547 4.81801
C 6.03864 1.38564 -3.23064
C -4.20512 -1.79694 4.62713
H -0.57600 -4.26326 2.16510
H 1.27657 -2.61947 1.74473
H 7.30994 -1.29962 -0.54344
C -1.42767 -4.74212 1.68147
H -3.74597 -1.97148 -1.82836
H 0.06634 -3.17151 -0.21091
H 6.42114 -0.80088 3.05937
H -0.79172 -1.88022 2.56142
H -0.73797 5.83571 0.01555
H -3.44506 4.65617 2.28777
C -7.67929 0.08393 -1.47623
H -1.48463 -4.76308 4.58670
C -1.93847 4.02359 -2.43335
H 7.72955 0.38023 -0.87280
C -5.32344 0.38285 -1.00529
N -1.86513 -1.25954 -2.19542
N -4.36113 2.58660 -1.25477
P -2.41287 -2.20731 0.84001
C 0.72856 1.40658 1.60879
C -4.20422 -2.43476 1.14803
Cl 3.97870 2.01323 -6.57949
C -2.47655 4.56727 0.35111
H 3.92343 3.74587 -2.06976
P -1.74296 3.20437 -0.78145
H 6.87206 0.76461 -2.92198
H 5.54129 2.54105 1.13847
C -2.97228 -4.76769 -0.26807
C -3.47976 5.50216 -0.32316
C -3.16986 2.05147 -0.89366
H -1.54412 3.33056 -3.17918
C -3.05583 -2.58331 -3.77966
C -1.27086 5.37138 0.84957